DFT (the ωB97M-V functional and the def2-TZVPD basis) results for a molecular structure, C25H53AlNO5 in a non-equilibrium geometry.

CARTESIAN COORDINATES (ANGSTROEM)
Al  -4.1961  1.2478  -0.1348
O  -0.9169  -1.9753  -2.8991
O  2.3048  2.0724  0.1697
O  -1.3157  -7.2277  -1.0801
O  0.4276  1.0806  2.4678
O  3.5952  -1.8826  1.9344
N  -5.2090  4.5758  1.6596
C  -1.2551  0.2440  -0.4562
C  -2.7933  2.7646  -2.4784
C  -1.3536  -3.2911  -3.2060
C  0.7925  1.6221  3.7287
C  3.5163  4.1856  1.1529
C  -0.3437  2.7146  -3.8376
C  -1.2802  -9.6284  -0.9566
C  -0.9214  -4.2477  -2.1141
C  4.5203  -1.3349  2.8620
C  -0.4888  -8.3699  -1.2467
C  5.3656  -2.4388  3.4628
C  -3.5569  3.0179  -1.0506
C  1.9922  4.0438  -2.7997
C  -5.8540  3.4410  1.1691
C  3.6200  2.7383  0.3560
C  0.7811  3.1354  3.6649
C  -1.2274  3.2593  -2.5260
C  -0.4707  4.2139  -1.4295
C  0.0400  -0.5965  0.1844
C  1.1443  4.6417  -1.5167
C  2.5299  0.6087  0.2732
C  -5.3303  1.8883  1.5009
C  -2.6071  0.0741  0.5064
C  1.2427  3.1222  -3.9337
C  1.4502  -0.2799  -0.6087
H  -5.7014  5.4471  1.3181
H  4.3735  2.0648  0.9808
H  -6.2797  1.2244  1.6800
H  1.2226  0.1866  -1.6687
H  1.4813  3.4963  2.9044
H  1.0750  1.3969  1.8145
H  -5.1257  0.4083  -1.1407
H  2.4122  4.3164  1.5180
H  -2.8504  -1.0809  0.4930
H  3.0344  -2.5136  2.4175
H  -3.4173  3.1801  -3.3884
H  3.6031  0.3939  -0.1896
H  -0.1942  -1.7489  -0.0167
H  1.6356  5.3126  -0.6603
H  -0.8340  2.0488  -4.6893
H  -2.4440  -3.2773  -3.2936
H  1.7852  1.2481  3.9976
H  -1.3350  -3.9407  -1.1479
H  -0.6580  -10.5186  -1.0850
H  2.5443  0.2411  1.4081
H  1.0560  3.5686  4.6307
H  0.0532  -1.9966  -2.8319
H  -4.6601  1.9880  2.4818
H  -1.6303  -7.2252  -0.1598
H  -0.9335  -3.5840  -4.1732
H  -0.9230  1.3719  -0.4447
H  0.1683  -4.2481  -2.0083
H  4.7362  -3.1728  3.9765
H  1.9858  -1.3270  -0.8067
H  5.9083  -2.9776  2.6793
H  5.1509  -0.6156  2.3312
H  -0.2116  3.5011  3.3828
H  -2.7649  1.5812  -2.6337
H  -2.9233  3.5659  -0.2339
H  0.0757  1.2649  4.4741
H  -4.5157  3.6720  -1.2746
H  4.2520  4.2535  2.0863
H  3.7418  5.0991  0.4327
H  -1.6687  -9.6144  0.0669
H  6.0874  -2.0326  4.1771
H  -6.7930  3.6549  0.4679
H  0.1169  -0.4862  1.3494
H  -2.2409  0.3865  1.5980
H  3.1357  4.3018  -2.8643
H  -1.2543  -5.2661  -2.3334
H  -0.1210  -8.3779  -2.2771
H  -1.5016  -0.1516  -1.5551
H  1.8627  2.7337  -4.8533
H  3.9645  -0.7997  3.6381
H  -2.1447  -9.7017  -1.6244
H  -1.0507  4.6478  -0.5095
H  4.1416  2.9645  -0.6843
H  0.3702  -8.2828  -0.5744

Max |F| (eV Å⁻¹): 5.13
Total charge: -1
Energy relative to the best compared isomer or geometry (same formula, charge and spin) (kJ/mol): 675.4
E_LUMO (Ha): 0.08085

Mulliken atomic charge list, values in e, 8 entries: number 1, Al, carries 0.097; number 2, O, carries -0.399; number 3, O, carries -0.019; number 4, O, carries -0.456; number 5, O, carries -0.296; number 6, O, carries -0.443; number 7, N, carries -0.643; number 8, C, carries 0.417